Below is one molecule with the formula C6H4O, with properties calculated with ωB97M-V/def2-TZVPD.

Computed properties:
- E_HOMO (Eh) = -0.327
- 2S+1 = 1

Each line ends with the Löwdin charge.
Positions of all 11 atoms, in Å:
1 O -0.96340 1.76458 -0.01921  0.05
2 C -0.15814 1.47893 -0.88040  -0.26
3 C 0.14773 0.09629 -1.29893  -0.06
4 C -0.15148 -0.96838 -0.53780  -0.02
5 C -0.46957 -0.83670 0.86161  -0.25
6 C -1.13721 -0.60170 2.11242  0.12
7 C 0.25909 -0.66758 1.95454  -0.02
8 H 0.40562 2.27282 -1.41293  0.12
9 H 0.72649 -0.01897 -2.20741  0.10
10 H 0.06660 -1.98722 -0.85333  0.12
11 H 1.27427 -0.53206 2.28144  0.11



Below is C4H4MnO5 as an isolated structure, with properties calculated with ωB97M-V/def2-TZVPD.

Computed properties:
- E_HOMO (spin up / spin down) (Eh) = -0.072 / -0.190
- net charge = -1
- expectation value of S² = 12.015
- 2S+1 = 7

Each line ends with the Löwdin charge.
Positions of all 14 atoms, in Å:
1 O -0.96979 -0.08910 0.63165  -0.24
2 H 1.58506 0.34346 -2.34642  0.11
3 O 0.86416 -1.03533 1.49050  -0.22
4 O 0.77275 -0.67560 -0.76957  -0.04
5 C 0.75755 0.43727 -1.63035  -0.19
6 C 0.91789 1.64873 -0.68145  -0.19
7 O 1.03078 1.06880 0.59448  -0.05
8 C 0.38894 -0.22123 0.54211  -0.90
9 H -0.18759 0.49423 -2.19491  0.11
10 H 0.04433 2.31888 -0.73725  0.11
11 H 1.82421 2.23411 -0.88659  0.11
12 Mn -0.89052 -1.20607 2.19440  0.76
13 C -2.49255 -2.51045 1.93796  -0.25
14 O -3.64522 -2.80772 1.85545  -0.11



Below is C28H31NO6SSi2V as an isolated structure, with properties calculated with ωB97M-V/def2-TZVPD.

Computed properties:
- E_HOMO (spin up / spin down) (Eh) = -0.019 / -0.108
- net charge = -2
- expectation value of S² = 3.763
- 2S+1 = 4

Each line ends with the Löwdin charge.
Positions of all 70 atoms, in Å:
1 V -1.86724 0.58909 -0.38039  0.67
2 C 0.31274 0.26437 5.11756  -0.20
3 Si -1.47197 0.10708 4.57841  0.33
4 C -2.42064 1.48354 5.41103  -0.20
5 C -2.10265 -1.50578 5.28994  -0.21
6 C -1.64016 0.16350 2.82343  -0.23
7 C -1.81591 0.25883 1.60345  -0.16
8 H 0.39938 0.22425 6.20953  0.01
9 H 0.73363 1.21100 4.76706  0.02
10 H 0.91492 -0.54047 4.68667  0.02
11 H -2.31334 1.43440 6.50071  0.01
12 H -3.48121 1.42334 5.15311  0.02
13 H -2.06181 2.45446 5.05938  0.03
14 H -2.00358 -1.52050 6.38136  0.01
15 H -1.54161 -2.34853 4.87593  0.01
16 H -3.15480 -1.65060 5.03000  0.02
17 O 0.16266 0.44454 -0.66227  -0.37
18 Si 1.38651 -0.48343 -0.99382  0.42
19 C 2.99988 0.34499 -0.45680  -0.20
20 C 4.27741 -0.00140 -0.90638  -0.11
21 C 5.41719 0.61680 -0.40178  -0.12
22 C 5.29812 1.60184 0.57130  -0.13
23 C 4.03789 1.96333 1.03150  -0.10
24 C 2.90358 1.34222 0.51970  -0.07
25 C 1.33709 -2.15360 -0.11899  -0.20
26 C 0.37471 -2.37877 0.87042  -0.06
27 C 0.31973 -3.59204 1.55178  -0.08
28 C 1.22608 -4.60178 1.25797  -0.12
29 C 2.19460 -4.39526 0.28099  -0.12
30 C 2.24413 -3.18244 -0.39433  -0.11
31 C 1.59146 -0.90073 -2.83379  -0.20
32 C 0.97117 -2.03196 -3.37442  -0.09
33 C 1.03889 -2.32032 -4.73380  -0.11
34 C 1.73659 -1.47699 -5.58828  -0.13
35 C 2.35501 -0.34296 -5.07767  -0.11
36 C 2.27696 -0.06213 -3.71734  -0.09
37 H 4.38822 -0.76527 -1.67084  0.09
38 H 6.39703 0.33091 -0.76866  0.08
39 H 6.18353 2.08541 0.96890  0.08
40 H 3.93574 2.73061 1.79027  0.09
41 H 1.91677 1.62811 0.87148  0.11
42 H -0.33331 -1.59671 1.12051  0.06
43 H -0.43959 -3.74130 2.31033  0.09
44 H 1.17898 -5.54792 1.78632  0.08
45 H 2.90809 -5.17820 0.04688  0.08
46 H 3.00337 -3.03863 -1.15929  0.09
47 H 0.41729 -2.69674 -2.71896  0.11
48 H 0.54228 -3.20153 -5.12382  0.09
49 H 1.79100 -1.69781 -6.64855  0.08
50 H 2.89097 0.32835 -5.73913  0.09
51 H 2.75391 0.83543 -3.33675  0.10
52 C -3.01251 -0.34174 -3.38511  -0.15
53 S -3.59632 -0.85036 -1.80578  0.40
54 O -4.68668 -1.75960 -2.05148  -0.34
55 O -3.95555 0.39538 -1.07794  -0.39
56 O -2.40969 -1.43313 -1.12964  -0.39
57 H -3.82449 0.18496 -3.88556  0.06
58 H -2.74943 -1.25014 -3.92573  0.06
59 H -2.14986 0.31996 -3.29355  0.04
60 O -3.12579 3.57049 1.52635  0.03
61 C -2.89887 3.58372 0.33488  -0.50
62 C -3.47271 4.66716 -0.58245  -0.11
63 C -2.90440 4.33595 -1.94845  -0.11
64 C -2.08908 3.07749 -1.68464  -0.53
65 O -1.53604 2.44612 -2.58420  0.00
66 N -2.11108 2.69224 -0.37909  0.06
67 H -3.18644 5.64551 -0.19490  0.10
68 H -4.55983 4.59617 -0.52821  0.11
69 H -2.24722 5.10498 -2.35918  0.11
70 H -3.65367 4.10225 -2.70521  0.11



Below is one molecule with the formula C6H12O, with properties calculated with ωB97M-V/def2-TZVPD.

Computed properties:
- E_HOMO (Eh) = -0.349
- 2S+1 = 1

Each line ends with the Löwdin charge.
Positions of all 19 atoms, in Å:
1 C 1.60474 -1.75828 0.36672  -0.07
2 C 1.11227 -0.38038 -0.06362  -0.35
3 C 0.35240 -0.38175 -1.38706  -0.19
4 O -0.39630 0.81438 -1.41693  -0.11
5 C -0.68592 1.23454 -0.06769  -0.38
6 C -2.18815 1.26878 0.13351  -0.05
7 C 0.05817 0.26263 0.86124  -0.11
8 H 2.42399 -2.13179 -0.25748  0.08
9 H 0.80163 -2.50205 0.33402  0.08
10 H 1.97718 -1.74256 1.39214  0.08
11 H 1.97105 0.30235 -0.13569  0.14
12 H 1.02235 -0.42080 -2.25200  0.13
13 H -0.30328 -1.26968 -1.43735  0.13
14 H -0.28066 2.25051 0.03906  0.14
15 H -2.64626 1.85153 -0.66786  0.08
16 H -2.45315 1.72358 1.09216  0.08
17 H -2.60428 0.25658 0.11537  0.08
18 H -0.62218 -0.51526 1.23693  0.12
19 H 0.49794 0.76587 1.72814  0.12